Entry 1:
98
Properties=species:S:1:pos:R:3:forces:R:3:mulliken_charge:R:1 method="wB97M-V/def2-TZVPD" relative_energy_kj_mol=0.0 total_charge=+2 max_force_ev_per_a=3.03 homo_lumo_gap_ev=9.92
C -10.979354 22.642328 33.709975 -0.3 0.6 0.1 -0.96
C -11.327318 22.247543 32.292197 0.9 -0.2 0.6 0.31
C -12.062336 20.958455 32.204009 -1.4 -1.3 -0.5 -0.21
O -12.359131 20.709445 30.841430 0.1 0.6 0.0 -0.50
C -12.695636 19.365622 30.519393 0.2 -0.2 -0.3 -0.74
N -12.198213 23.278166 31.637596 0.0 0.1 -0.6 -0.12
H -11.673566 24.125247 31.413395 -0.1 0.0 0.1 0.38
H -12.548699 22.874789 30.756226 0.0 0.0 0.1 0.37
H -13.002891 23.521601 32.218637 0.1 0.0 0.0 0.38
H -11.863824 22.703051 34.352599 0.0 -0.2 -0.1 0.40
H -10.511464 23.630486 33.734719 0.1 -0.1 -0.1 0.43
H -10.271716 21.943122 34.141867 -0.1 -0.1 -0.1 -0.23
H -10.404324 22.172088 31.713969 -0.1 0.1 -0.2 0.18
H -13.039645 21.021133 32.723544 0.3 0.1 0.3 0.46
H -11.532407 20.101238 32.626689 0.4 0.4 0.1 -0.07
H -13.095021 18.833857 31.384915 0.0 0.0 0.0 0.32
H -11.809973 18.852913 30.138471 0.0 -0.1 0.2 0.25
H -13.434104 19.371138 29.721408 -0.1 0.1 0.1 0.32
C -12.975845 18.302529 37.144704 0.0 -0.4 0.4 -1.59
C -11.908302 19.137484 36.442280 -0.8 -1.5 -0.3 0.70
C -11.401148 20.292763 37.237119 0.7 0.3 0.1 -1.02
O -10.440069 20.955463 36.453473 -0.3 0.1 -0.2 0.14
C -9.714095 21.931757 37.190271 0.2 -0.1 0.1 -1.01
N -10.744507 18.255100 36.034735 -0.4 0.2 -0.8 0.39
H -11.098535 17.495976 35.446813 -0.1 -0.2 0.4 0.51
H -10.129242 18.759133 35.343910 0.5 0.1 0.3 -0.04
H -10.212798 17.862791 36.808993 0.0 0.1 0.0 0.36
H -12.784664 18.129335 38.206078 0.1 0.2 0.0 0.37
H -13.068309 17.307564 36.699807 0.0 0.1 -0.2 0.43
H -13.955272 18.766716 37.048765 0.1 0.1 0.1 0.42
H -12.348444 19.359989 35.467505 0.2 0.8 0.1 0.10
H -10.904214 19.925967 38.152490 -0.3 -0.1 0.0 0.45
H -12.223768 20.942064 37.557089 0.0 0.0 -0.1 0.44
H -9.138202 21.434608 37.979114 -0.1 0.2 0.1 0.37
H -10.383911 22.682788 37.612957 0.0 0.0 0.1 0.36
H -9.004459 22.402114 36.515751 -0.1 0.0 -0.1 0.24
C -9.568663 14.304999 32.671971 0.1 -0.5 -0.4 -0.78
C -9.390418 13.382259 33.867945 0.0 0.6 0.6 -0.76
C -8.206429 13.759440 34.777920 0.3 -0.2 -0.6 -0.59
C -8.149190 15.227331 35.180667 -1.1 0.7 0.7 0.65
P -6.801554 15.589101 36.306807 1.5 -0.1 -0.5 0.95
C -6.619819 17.341608 36.693588 -0.8 0.1 -0.8 0.37
C -5.528212 17.606047 37.705308 0.2 0.4 0.5 -0.89
C -5.381709 19.090847 38.031800 -0.5 0.2 0.4 -0.10
C -4.576801 19.305570 39.308240 1.0 0.1 -0.5 -1.44
C -5.287829 15.122121 35.400023 -0.7 0.4 0.5 -1.35
C -5.069803 16.001234 34.172457 0.2 -0.7 -0.5 -0.23
C -3.917297 15.462947 33.303291 -0.6 0.5 -0.4 -0.83
C -4.286878 14.161941 32.599194 0.6 -0.4 0.9 -1.13
C -6.911879 14.572100 37.791830 -0.6 0.1 0.2 -1.02
C -5.597909 14.194053 38.478931 0.1 -0.5 -0.5 -0.39
C -5.829602 13.313118 39.698983 0.4 0.6 1.3 -0.68
C -6.319511 14.103390 40.922118 -0.4 0.5 -0.1 -1.18
H -10.413097 13.989258 32.057570 -0.1 0.0 0.1 0.43
H -8.701293 14.261864 32.008486 0.1 0.2 0.1 0.27
H -9.731456 15.337227 32.958647 0.0 0.2 0.0 -0.07
H -9.228631 12.358233 33.536972 -0.2 -0.1 0.1 0.40
H -10.286124 13.420056 34.498779 -0.1 -0.2 -0.2 0.33
H -7.281529 13.503124 34.250299 0.0 0.0 0.0 0.25
H -8.229283 13.146005 35.680128 -0.1 -0.1 -0.1 0.28
H -9.066216 15.504293 35.734552 0.0 -0.2 0.0 0.49
H -8.124198 15.955946 34.365760 0.3 -0.2 -0.2 -0.64
H -7.592727 17.768333 36.974460 0.1 -0.2 0.4 0.41
H -6.434477 17.858655 35.744681 0.2 -0.2 -0.1 -0.48
H -4.560662 17.231234 37.359812 -0.1 -0.1 -0.1 0.33
H -5.754669 17.089712 38.642988 0.0 0.0 -0.1 0.21
H -6.380389 19.524618 38.176967 0.0 -0.1 0.0 0.08
H -4.951005 19.641511 37.193834 0.1 -0.1 0.0 0.41
H -3.519845 19.084759 39.114951 -0.1 -0.2 0.1 0.35
H -4.892515 18.659278 40.124768 -0.2 0.1 0.1 0.35
H -4.556293 20.352403 39.607846 -0.3 0.0 0.2 0.42
H -5.474979 14.088136 35.106918 0.4 -0.1 0.1 0.56
H -4.463930 15.183945 36.111526 0.1 -0.2 -0.1 0.88
H -4.892144 17.046040 34.418774 0.0 0.0 0.2 0.29
H -5.955033 15.941719 33.530584 -0.1 0.3 0.1 -0.10
H -2.997139 15.403080 33.884500 0.1 -0.1 -0.1 0.40
H -3.796080 16.208759 32.512554 0.4 0.1 0.2 0.40
H -4.344624 13.327347 33.310094 -0.3 0.1 0.0 0.27
H -3.490856 13.839334 31.930351 -0.2 0.2 -0.4 0.43
H -5.243242 14.276856 32.092230 0.1 -0.1 -0.2 0.25
H -7.424944 13.654484 37.486371 0.1 0.0 0.0 0.48
H -7.611889 15.057661 38.483877 0.1 0.1 0.0 0.44
H -4.996479 15.061797 38.751314 -0.1 0.0 0.1 0.22
H -5.008900 13.633061 37.747084 0.1 0.0 0.1 0.30
H -4.869659 12.905516 40.025253 0.0 -0.3 -0.4 0.34
H -6.519329 12.486496 39.529261 0.1 0.0 -0.3 0.34
H -5.607648 14.851845 41.280717 0.2 -0.1 -0.3 0.31
H -6.522211 13.460161 41.776580 -0.1 -0.1 -0.1 0.39
H -7.235321 14.665412 40.697931 0.0 -0.2 0.1 0.27
N -9.009264 19.085884 34.001185 0.9 1.2 -0.7 -0.63
S -8.899775 18.598468 32.465917 -0.5 -3.0 0.1 0.90
O -8.067929 17.449096 32.332298 0.1 0.1 0.1 -0.47
O -8.837538 19.587093 31.463257 -0.4 0.9 -0.1 -0.58
F -10.372036 17.940872 32.406098 0.1 0.6 0.1 -0.35
S -7.756351 20.140376 34.136559 0.2 -0.7 1.4 0.82
O -8.043486 21.426142 33.649775 -0.3 1.0 -0.5 -0.55
O -6.508983 19.515442 33.888574 0.3 -0.1 -0.3 -0.57
F -7.777090 20.299417 35.702509 -0.3 -0.2 0.3 -0.10

Entry 2:
15
Properties=species:S:1:pos:R:3:forces:R:3:mulliken_charge:R:1 method="wB97M-V/def2-TZVPD" relative_energy_kj_mol=751.1 total_charge=0 max_force_ev_per_a=6.99 homo_lumo_gap_ev=8.76
C -1.261310 -0.726824 0.421501 -5.7 -1.0 -1.0 -0.52
C -0.108038 -0.012841 0.890001 0.7 4.7 2.1 0.20
C 1.003232 1.141597 -0.528716 3.3 -0.2 -0.1 -0.57
C 1.231069 -0.230374 0.229278 -0.1 -0.8 1.7 0.32
H -2.414056 0.866116 -0.761387 1.3 -1.7 1.3 0.31
H -2.090679 -1.022238 1.244589 1.9 1.3 -1.6 0.24
H -0.969188 -1.742521 0.061136 -0.2 1.0 -0.3 0.22
H -0.077330 0.118369 2.049080 -0.1 -0.7 -2.0 0.31
H 1.960927 1.849695 -0.442037 -2.0 -1.2 -0.3 0.22
H 0.581711 1.199065 -1.552677 0.7 -0.8 0.1 0.34
H 1.836215 -0.093816 1.223852 0.5 -0.3 -2.6 0.22
H 1.820635 -1.014570 -1.699596 -1.9 -2.5 4.7 0.36
O -1.996315 -0.048073 -0.776085 0.7 -0.9 0.7 -0.57
O 0.005134 1.439003 0.353886 -2.3 -0.4 2.5 -0.42
O 1.261436 -1.539611 -0.352219 3.2 3.4 -5.2 -0.66

Entry 3:
14
Properties=species:S:1:pos:R:3:forces:R:3:mulliken_charge:R:1 method="wB97M-V/def2-TZVPD" relative_energy_kj_mol=233.8 total_charge=0 max_force_ev_per_a=3.70 homo_lumo_gap_ev=9.96 smiles="OC/C=C/CS"
O 2.200898 -0.805794 1.775095 0.2 -2.0 0.9 -0.51
C 0.793364 -0.828323 1.710133 -0.6 0.3 3.5 -0.30
C 0.446614 -0.638428 0.307217 1.2 -1.6 -2.0 -0.23
C -0.621487 -0.040564 -0.093342 0.3 0.8 -1.6 -0.30
C -0.894477 0.313536 -1.461946 -1.8 0.5 -2.4 -0.74
S -0.713926 2.181232 -1.797939 -1.7 -1.0 -1.2 -0.24
H 2.337277 0.048421 1.430458 1.2 1.6 -0.6 0.30
H 0.297062 -1.767360 2.153860 1.3 1.0 -0.7 0.26
H 0.514391 0.029132 2.536022 -0.4 -1.7 -2.4 0.22
H 1.076746 -1.059722 -0.566505 -0.4 0.4 2.0 0.21
H -1.190974 0.442573 0.578121 -2.3 1.5 2.5 0.45
H -0.389429 -0.345050 -2.166878 0.6 0.5 -0.1 0.37
H -1.953253 0.198618 -1.757445 0.3 -0.2 0.6 0.34
H -1.902807 2.271728 -2.646852 2.0 -0.1 1.4 0.16

Entry 4:
12
Properties=species:S:1:pos:R:3:forces:R:3:mulliken_charge:R:1 method="wB97M-V/def2-TZVPD" relative_energy_kj_mol=495.7 total_charge=0 max_force_ev_per_a=3.68 homo_lumo_gap_ev=7.82
C -2.307122 0.837709 0.001582 0.6 -1.9 -0.4 -0.13
C 1.968938 -0.691346 -0.083872 1.7 -0.8 -0.8 -0.71
N -2.582760 -0.440568 -0.024792 1.2 -1.3 -0.3 0.31
N -1.004659 1.171309 0.003967 3.4 -0.4 0.9 -0.55
N -2.015115 -1.444384 -0.075989 -0.7 0.4 0.2 -0.39
N -0.197920 0.196764 0.087189 -2.0 -0.7 -0.6 0.18
N 1.097312 0.355230 0.286310 -0.8 0.7 0.3 -0.14
H -3.031616 1.504187 0.138965 -2.6 2.6 0.3 0.46
H 1.232421 -1.437453 -0.516213 1.6 0.0 1.0 0.35
H 2.674592 -0.400994 -0.922525 -1.0 -0.1 0.5 0.22
H 2.753637 -0.925091 0.753843 -2.0 -0.4 -1.2 0.20
H 1.412291 1.274633 0.351533 0.7 1.8 0.1 0.21

Entry 5:
21
Properties=species:S:1:pos:R:3:forces:R:3:mulliken_charge:R:1 method="wB97M-V/def2-TZVPD" spin_multiplicity=3 relative_energy_kj_mol=72.0 total_charge=0 max_force_ev_per_a=6.82 homo_lumo_gap_ev="5.80 / 6.68"
C -1.513632 -0.301679 0.293574 -2.6 -0.3 0.6 0.92
C -2.901602 -0.898617 0.434342 2.0 -1.9 -0.8 -1.16
C 0.796446 -0.039209 -1.821596 1.0 -3.1 2.5 -1.25
C 1.130335 1.821009 0.604268 -1.6 -0.1 1.2 -0.93
C 2.272552 -1.158817 0.824556 0.5 1.5 -0.4 -1.22
N -1.175987 0.827092 -0.243115 3.9 -1.9 0.0 -0.29
O -0.491410 -0.884382 0.744320 0.6 -2.6 1.7 -0.41
Si 0.830020 0.025930 0.104372 3.4 0.9 -1.4 0.73
Cl -2.475476 1.808459 -0.776430 -5.1 4.1 -1.9 -0.23
H -3.299644 -0.932395 -0.616535 0.1 -0.6 1.1 0.35
H -3.531871 -0.270160 0.985847 -0.8 1.1 0.8 0.38
H -2.762374 -1.876397 1.018118 -0.5 1.2 -1.4 0.28
H 0.028879 -0.757049 -1.997568 -1.0 -0.6 -0.5 0.34
H 0.572424 0.820237 -2.301628 -0.9 3.0 -1.2 0.36
H 1.642201 -0.487900 -2.304695 0.9 -0.2 0.0 0.39
H 0.965648 2.462232 -0.318645 0.8 -0.6 1.3 0.24
H 0.151712 1.961155 1.174639 1.4 0.4 -0.3 0.26
H 1.949220 2.000744 1.341955 -0.4 0.3 -1.1 0.34
H 2.914203 -1.485606 -0.033700 -0.6 0.1 0.7 0.32
H 2.986868 -0.603796 1.526383 -1.1 -0.6 -0.9 0.29
H 1.911484 -2.030859 1.361537 -0.1 -0.1 -0.1 0.29

Entry 6:
31
Properties=species:S:1:pos:R:3:forces:R:3:mulliken_charge:R:1 method="wB97M-V/def2-TZVPD" spin_multiplicity=3 relative_energy_kj_mol=130.7 total_charge=+1 max_force_ev_per_a=6.65 homo_lumo_gap_ev="6.93 / 8.87"
C -0.537234 -0.069333 2.426487 -1.9 2.9 4.4 0.02
C -1.566645 0.956659 2.055523 -1.6 -1.1 -0.4 -1.06
C 0.745994 -1.922502 1.990904 -3.2 -1.2 3.8 -1.23
C 1.849012 1.876492 -0.067893 1.2 1.1 1.2 -1.07
C -0.376921 2.360499 -0.938602 -0.5 2.7 1.7 -0.80
C 0.385842 -1.080495 -2.965605 -0.2 0.0 1.4 -0.82
C -1.159115 -1.510603 -0.987214 0.3 0.8 0.6 -0.69
C 0.526790 0.112902 -0.774080 -3.0 2.2 -1.2 -0.99
N -0.284200 -0.942607 1.618392 3.1 -2.4 -1.6 -0.02
N 0.610148 1.523138 -0.691401 3.8 -5.4 -0.8 0.31
N -0.338018 -0.516666 -1.784220 -2.0 1.7 1.7 0.00
H -2.455211 0.719273 2.658142 -0.1 -0.5 -0.2 0.39
H -1.896191 0.804774 0.968924 0.7 0.9 1.6 0.15
H -1.472129 1.955610 2.446235 0.9 0.7 -0.6 0.38
H 1.370098 -1.687607 2.874484 -0.5 0.4 -0.2 0.41
H 1.407583 -2.213374 1.281251 1.6 -0.6 -2.8 0.39
H 0.157490 -2.851575 2.315417 1.0 0.9 -0.6 0.34
H 1.627046 1.990979 0.987235 0.3 0.4 0.5 0.40
H 2.766480 1.221433 -0.087998 -1.5 -0.1 -0.6 0.30
H 2.206523 2.805646 -0.479054 0.0 0.6 0.0 0.41
H -0.169949 3.321829 -0.466661 -0.9 0.0 -0.5 0.32
H -1.056746 2.159973 -1.685853 -1.4 0.1 -1.5 0.34
H -0.281832 -0.100533 3.600182 0.2 0.2 -2.5 0.31
H 1.072923 -0.257267 -3.218221 -0.6 -0.6 -1.1 0.37
H 0.988971 -1.934325 -2.595657 -0.4 0.4 -0.2 0.30
H -0.455341 -1.445002 -3.568919 1.0 0.3 -0.8 0.39
H -1.835550 -1.940824 -1.677867 -0.9 -0.7 -0.3 0.50
H -0.578124 -2.202186 -0.380908 0.6 -0.3 -1.0 0.31
H -1.532049 -0.945432 -0.126914 -0.8 0.0 -0.8 0.13
H 1.362231 -0.439540 -0.683069 2.9 -1.5 0.8 0.73
H -1.081878 0.250664 -2.043035 1.9 -1.8 0.1 0.47